# 1
20
Properties=species:S:1:pos:R:3:nbo_charge:R:1 method="wB97M-V/def2-TZVPD" de_lowest_kj_mol=84.1 charge=-1 spin_multiplicity=1 orbital_gap_ev=7.871
C 0.76626 -1.14338 -1.35803 -0.06
O -0.23740 -0.48713 -2.12090 -0.78
C 1.15867 -0.36760 -0.12751 -0.13
C 0.21351 -0.60598 1.12647 -0.05
O 0.16678 0.52953 1.91183 -0.91
N 2.58992 -0.51527 0.24555 -0.86
H 1.58171 -1.28793 -2.06940 0.16
H 0.39677 -2.13981 -1.07059 0.14
H 0.92659 0.69941 -0.23167 0.19
H -0.76342 -0.80581 0.64546 0.12
H 0.70274 -1.36789 1.76290 0.12
H -1.05616 1.01934 1.51743 0.49
H 2.98539 0.40124 0.11009 0.36
H 2.65104 -0.83004 1.20214 0.36
H -0.83870 0.13932 -1.69745 0.50
H -2.83274 1.33206 -1.40128 0.46
O -1.94324 1.68524 -1.34431 -0.99
H -1.80412 1.62304 -0.36719 0.52
H -2.58256 0.74605 1.89804 0.45
O -2.08104 1.37561 1.36845 -1.08


# 2
13
Properties=species:S:1:pos:R:3:nbo_charge:R:1 method="wB97M-V/def2-TZVPD" de_lowest_kj_mol=473.1 charge=0 spin_multiplicity=1 orbital_gap_ev=9.232
O 1.26687 -1.53845 1.35582 -0.52
C 0.12988 -1.20115 1.58905 0.45
C -0.61265 -0.12101 0.84685 -0.55
C 0.23388 0.76502 -0.07155 -0.05
C 0.34333 0.34863 -1.59394 -0.53
N -0.37096 1.74837 -0.78222 -0.39
H -0.44567 -1.68388 2.41004 0.11
H -1.07340 0.53460 1.59757 0.24
H -1.45674 -0.57120 0.30508 0.24
H 1.25172 0.92039 0.32524 0.18
H -0.15562 -0.61328 -1.72047 0.24
H 1.38809 0.37774 -1.89627 0.24
H -0.20818 1.08304 -2.23397 0.35


# 3
24
Properties=species:S:1:pos:R:3:nbo_charge:R:1 method="wB97M-V/def2-TZVPD" smiles="C[C@@H](CN)NC(=O)O.O.O" de_lowest_kj_mol=137.3 charge=0 spin_multiplicity=1 orbital_gap_ev=8.291
C -1.64214 1.14990 -1.71901 -0.65
C -0.54240 1.03802 -0.50619 -0.05
C -1.26615 1.88757 0.77692 -0.20
N -0.25002 2.30267 1.72924 -0.86
N -0.55650 -0.27574 0.06461 -0.68
C 0.61540 -0.99772 0.12106 0.90
O 1.70925 -0.66766 -0.40301 -0.69
O 0.55224 -2.14825 0.80820 -0.70
H -1.47098 2.11666 -2.21828 0.23
H -2.62420 0.83681 -1.46808 0.21
H -1.40942 0.38044 -2.51842 0.21
H 0.46902 1.35719 -0.75426 0.23
H -1.72638 2.80282 0.11441 0.17
H -2.13191 1.30762 1.13472 0.20
H 0.03012 1.56580 2.40729 0.37
H 0.54022 2.75619 1.28018 0.37
H -1.49285 -0.70174 0.05472 0.42
H -0.33663 -2.58692 0.87377 0.51
O -2.25828 -2.77173 -0.03546 -0.98
H -2.40546 -3.64496 0.44003 0.49
H -2.30351 -2.96780 -1.00870 0.50
O 3.83814 0.96825 -0.60103 -0.95
H 2.93975 1.07051 -0.32798 0.47
H 3.84877 0.00742 -0.75254 0.48


# 4
103
Properties=species:S:1:pos:R:3:mulliken_charge:R:1 method="wB97M-V/def2-TZVPD" de_lowest_kj_mol=39.8 charge=0 spin_multiplicity=1 orbital_gap_ev=8.558
C -2.29083 4.64337 2.34131 -1.25
C -2.13183 4.54437 0.81831 -0.51
O -1.65483 3.30037 0.40331 -0.13
H -1.45283 4.25337 2.88831 0.20
H -3.14983 4.14637 2.73731 0.32
H -2.32183 5.70737 2.54431 0.44
H -1.46083 5.29537 0.43931 0.47
H -3.02583 4.79437 0.27331 0.48
H -1.33983 3.43837 -0.49069 -0.06
C -4.59383 1.78837 -0.22869 -1.30
C -3.67983 0.85137 -1.04069 0.65
O -3.83483 1.08037 -2.36369 -0.52
H -5.56183 1.94337 -0.64569 0.58
H -4.17383 2.77537 0.00631 -0.01
H -4.76683 1.35837 0.71431 0.33
H -3.98083 -0.15663 -0.83069 0.16
H -2.63383 0.88237 -0.79869 -0.24
H -4.76483 1.03937 -2.66369 0.30
C 1.10817 -5.07163 0.51931 -1.69
C 0.97117 -3.57763 0.62531 1.19
O -0.02683 -3.15563 1.44231 -0.54
H 1.94617 -5.31163 -0.19669 0.37
H 0.22517 -5.46963 0.10131 0.41
H 1.43517 -5.60863 1.38431 0.44
H 0.87217 -3.10463 -0.30969 -0.48
H 1.92617 -3.15963 0.95831 -0.23
H 0.16217 -3.55063 2.31831 0.18
C 4.55017 -0.58963 2.53031 -1.30
C 4.08617 -1.16063 1.21731 1.94
O 5.08617 -1.99763 0.80031 -0.62
H 3.66017 -0.15963 2.93331 0.13
H 5.34817 0.13137 2.37931 0.35
H 4.90517 -1.22963 3.27131 0.38
H 3.88517 -0.30263 0.51831 -0.26
H 3.19717 -1.64563 1.41031 -1.02
H 4.72717 -2.79363 0.38031 0.35
C 3.02617 2.38337 1.29031 -0.50
C 2.01717 2.45837 2.38431 0.22
O 0.82517 3.01737 2.02731 -0.50
H 4.02317 2.30437 1.71031 0.45
H 3.05617 3.30837 0.76831 0.39
H 2.90817 1.63537 0.51131 -0.50
H 2.43117 2.95237 3.25431 0.57
H 1.86617 1.45737 2.72631 -0.47
H 0.38817 2.34937 1.50631 -0.22
C -1.88483 -1.59963 -2.64269 -0.84
C -1.80483 -3.00863 -2.03669 0.66
O -2.35183 -4.02763 -2.90369 -0.64
H -1.32383 -0.83263 -2.08069 -0.16
H -2.93783 -1.28863 -2.66169 0.47
H -1.42783 -1.51663 -3.60869 0.53
H -2.15083 -3.07263 -1.02269 -0.11
H -0.72183 -3.16363 -1.86469 -0.29
H -2.15983 -4.84963 -2.42769 0.36
C 1.71117 -2.24163 -3.26569 -1.40
C 2.10417 -0.79863 -3.31369 0.73
O 3.15717 -0.72663 -2.42869 -0.56
H 1.72617 -2.56763 -2.22269 0.14
H 2.34217 -2.87763 -3.87569 0.49
H 0.71417 -2.43863 -3.59569 0.31
H 1.35017 -0.19463 -2.83369 -0.53
H 2.22417 -0.41563 -4.30069 0.44
H 3.70717 -1.48163 -2.54569 0.30
C -0.49983 1.68437 -3.54669 -0.37
O -0.29783 1.69437 -2.16069 -0.42
N -1.72583 1.65937 -4.06469 -0.21
N 0.39317 1.96837 -4.49869 -0.49
H -2.50483 1.38637 -3.40069 0.42
H -1.84383 1.77937 -5.06169 0.21
H 1.21717 2.46337 -4.01969 0.60
H 0.74417 1.16537 -5.09069 0.26
C -3.63183 -2.14163 1.41531 0.46
O -4.72683 -1.32763 1.51231 -0.72
N -2.38283 -1.72563 1.52831 0.30
N -3.73283 -3.42863 1.21931 -0.25
H -2.26383 -0.70163 1.49131 -0.09
H -1.57583 -2.30763 1.29431 0.24
H -4.68283 -3.79963 1.17631 0.25
H -2.98583 -4.13963 1.18831 0.16
C 0.67717 -0.26263 0.38031 0.40
O 0.29317 1.09037 0.29231 2.27
H -0.13983 -0.94163 0.13631 -0.67
H 1.03317 -0.50463 1.38231 -0.04
H 1.50217 -0.37763 -0.25969 0.25
H 0.00017 1.31737 -0.55569 -0.78
C 2.82917 2.71337 -2.07369 -0.30
O 2.53017 3.19337 -3.36569 -0.58
H 3.63517 3.20337 -1.59569 0.58
H 3.08117 1.65037 -2.07569 0.02
H 1.96217 2.82037 -1.43969 -0.11
H 3.15317 3.91537 -3.47569 0.34
C 0.88317 -0.99263 4.25431 -0.45
O 1.74317 -1.83363 3.69031 -0.43
H 1.38417 -0.00863 4.16331 0.10
H 0.80517 -1.22263 5.31031 0.41
H -0.06283 -1.05163 3.72931 0.21
H 1.34017 -2.71863 3.90331 0.27
C -1.60183 1.07937 2.96531 -0.12
O -2.37383 0.99237 1.75331 -0.41
H -1.98383 0.46837 3.78831 0.41
H -1.55783 2.10637 3.32731 0.14
H -0.60983 0.72337 2.69331 -0.50
H -2.08383 1.71937 1.15531 -0.15


# 5
11
Properties=species:S:1:pos:R:3:nbo_charge:R:1 method="wB97M-V/def2-TZVPD" de_lowest_kj_mol=177.9 charge=-1 spin_multiplicity=1 orbital_gap_ev=8.440
H -3.13883 -1.62852 -0.21880 0.37
N -2.20837 -1.59502 -0.79626 -0.78
C -1.27298 -0.84495 -0.44746 0.69
Cl -1.60279 0.28266 1.06481 -0.32
O -0.12458 -0.64605 -0.83549 -0.70
S 1.36415 -0.00023 0.19764 2.25
C 1.32667 1.66523 0.35997 -1.05
O 2.47086 -0.40122 -0.58111 -0.95
O 1.17684 -0.78523 1.38022 -0.95
H 0.27387 2.02786 0.59603 0.23
H 1.73517 1.92546 -0.71954 0.21